(1)
The molecule C4H8Cl2Si, computed with the ωB97M-V functional and the def2-TZVPD basis.

Calculated values
energy relative to the best compared isomer or geometry (same formula, charge and spin) = 109.4 kcal/mol
gap between HOMO and LUMO = 10.6 eV
lowest unoccupied orbital energy = 0.730 eV
electronic energy = -1367.00792 a.u.

The geometry in ORCA input format:
```
! wB97M-V def2-TZVPD RIJCOSX def2/J DEFGRID3
* xyz 0 1
C 2.09 -1.55 -0.46
C 1.37 -1.04 0.55
C 0.32 0.08 0.38
C -1.08 -0.38 -0.06
Si -2.23 1.13 -0.19
Cl -0.97 -1.35 -1.61
Cl -1.91 -1.52 1.09
H 2.84 -2.32 -0.25
H 1.87 -1.47 -1.51
H 1.52 -1.34 1.50
H 0.72 0.86 -0.39
H 0.25 0.60 1.41
H -1.47 2.23 -0.74
H -2.09 1.32 1.25
H -3.56 0.76 -0.35
*
```

Here are the Mulliken charges for atoms 1 to 2, given in e: -0.672, -0.313



(2)
A structure of composition C10H21N5O4, computed with the ωB97M-V functional and the def2-TZVPD basis.

Calculated values
energy relative to the best compared isomer or geometry (same formula, charge and spin) = 207.4 kcal/mol
gap between HOMO and LUMO = 9.4 eV
lowest unoccupied orbital energy = 0.419 eV
electronic energy = -968.13357 a.u.

The geometry in ORCA input format:
```
! wB97M-V def2-TZVPD RIJCOSX def2/J DEFGRID3
* xyz 0 1
C -1.85 2.05 0.33
C -0.66 1.12 0.83
C -3.15 1.15 0.20
C -2.81 0.18 -0.80
C -3.00 -1.23 -0.44
C -0.90 -2.02 0.56
C 1.57 0.14 -0.06
C 2.77 0.80 0.53
C 1.87 -0.29 -1.36
C 2.98 -1.38 -1.37
H -2.39 3.56 -1.22
H -0.35 3.04 -0.96
H -2.02 2.89 1.13
H -3.92 1.86 -0.22
H -3.47 0.83 1.20
H -3.14 0.52 -1.86
H -1.73 0.30 -1.16
H -2.53 -1.90 -1.26
H -4.15 -1.39 -0.16
H -2.47 -1.10 1.61
H -1.59 -1.79 -1.17
H 1.05 -2.26 1.48
H -0.23 -1.28 2.10
H 0.21 1.27 -1.18
H 1.29 -0.78 0.46
H 2.27 0.66 -2.06
H 0.50 -1.62 -1.37
H 3.83 -1.26 -0.70
H 2.39 -2.25 -0.97
H 3.37 -1.56 -2.40
H 4.35 0.91 1.49
N -1.51 2.62 -1.14
N -2.23 -1.52 0.78
N -0.55 -2.37 -0.63
N -0.10 -2.25 1.69
N 0.38 1.02 -0.12
O -0.53 0.60 1.92
O 3.25 1.93 0.14
O 0.69 -0.71 -1.91
O 3.57 0.15 1.44
*
```

Here are the Mulliken charges for atoms 1 to 2, given in e: -0.018, 0.150



(3)
A cluster of 3 separate species, C4H11NO2 in total, computed with the ωB97M-V functional and the def2-TZVPD basis.

Calculated values
energy relative to the best compared isomer or geometry (same formula, charge and spin) = 110.3 kcal/mol
gap between HOMO and LUMO = 7.6 eV
lowest unoccupied orbital energy = -0.842 eV
electronic energy = -364.09238 a.u.

The geometry in ORCA input format:
```
! wB97M-V def2-TZVPD RIJCOSX def2/J DEFGRID3
* xyz 0 1
C -0.14 1.23 0.87
N -0.80 0.77 -0.35
C -2.15 0.28 -0.17
C -0.09 -0.03 -1.17
C 1.37 0.00 -1.27
O 2.02 -0.69 -2.02
H -0.84 1.19 1.70
H 0.68 0.59 1.17
H 0.25 2.24 0.70
H -2.54 0.04 -1.15
H -2.79 1.04 0.27
H -2.21 -0.64 0.45
H -0.65 -0.69 -1.82
H -0.10 -1.74 0.05
H 1.95 0.69 -0.63
H 2.61 -1.95 1.12
H 1.28 -1.23 0.93
O 2.16 -1.12 1.33
*
```

Here are the Mulliken charges for atoms 1 to 2, given in e: -0.773, 0.124



(4)
A cluster of 2 separate species, C3H13N2Si in total, computed with the ωB97M-V functional and the def2-TZVPD basis.

Calculated values
energy relative to the best compared isomer or geometry (same formula, charge and spin) = 94.8 kcal/mol
gap between HOMO and LUMO = 8.2 eV
lowest unoccupied orbital energy = -3.838 eV
electronic energy = -520.72611 a.u.

The geometry in ORCA input format:
```
! wB97M-V def2-TZVPD RIJCOSX def2/J DEFGRID3
* xyz 1 1
C -0.05 -2.73 -0.21
C -2.03 -0.49 -0.83
C 1.33 0.68 0.67
N 0.67 0.98 1.95
N 1.52 2.16 -0.15
Si -0.32 -1.16 -1.16
H 1.00 -2.95 -0.30
H -0.18 -2.53 0.76
H -0.72 -3.52 -0.59
H -2.79 -1.10 -1.33
H -2.58 -0.51 0.19
H -2.18 0.46 -1.33
H 2.38 0.26 0.70
H 1.14 0.86 2.80
H -0.21 0.46 2.02
H 1.82 2.52 0.73
H 0.61 2.50 -0.46
H 2.11 2.18 -1.03
H 0.16 -0.39 -2.36
*
```

Here are the Mulliken charges for atoms 1 to 2, given in e: -0.910, -1.038



(5)
A cluster of 6 separate species, C18H36Br6O6S3 in total, computed with the ωB97M-V functional and the def2-TZVPD basis.

Calculated values
gap between HOMO and LUMO = 9.9 eV
lowest unoccupied orbital energy = 0.150 eV
electronic energy = -17797.53165 a.u.

The geometry in ORCA input format:
```
! wB97M-V def2-TZVPD RIJCOSX def2/J DEFGRID3
* xyz 0 1
O 1.29 -3.46 -3.20
S 0.42 -2.37 -3.59
O 0.84 -1.02 -3.34
C -0.14 -2.56 -5.28
C -1.30 -3.55 -5.17
C -2.16 -2.96 -4.05
C -1.22 -2.71 -2.88
H 0.72 -2.80 -5.91
H -0.56 -1.60 -5.58
H -1.83 -3.59 -6.12
H -0.94 -4.55 -4.94
H -2.99 -3.60 -3.75
H -2.59 -2.02 -4.40
H -1.07 -3.64 -2.32
H -1.54 -1.95 -2.17
O 0.54 -2.33 2.64
S 0.33 -2.75 1.27
O -0.27 -1.81 0.35
C 1.88 -3.38 0.55
C 1.79 -4.88 0.80
C 0.35 -5.33 0.56
C -0.56 -4.33 1.26
H 2.68 -2.88 1.09
H 1.84 -3.12 -0.51
H 2.49 -5.42 0.16
H 2.03 -5.04 1.85
H 0.21 -6.36 0.88
H 0.14 -5.33 -0.52
H -0.73 -4.60 2.30
H -1.53 -4.18 0.78
O -0.18 3.38 0.68
S -0.63 2.01 0.69
O -2.03 1.71 0.93
C -0.07 1.19 -0.81
C 1.39 0.81 -0.55
C 1.64 0.69 0.97
C 0.40 1.06 1.78
H -0.33 1.79 -1.68
H -0.64 0.26 -0.82
H 1.63 -0.13 -1.03
H 2.01 1.58 -1.01
H 2.45 1.38 1.22
H 2.02 -0.27 1.31
H 0.55 1.65 2.68
H -0.16 0.17 2.06
Br 2.74 5.42 -0.45
C 2.14 6.30 1.19
C 0.64 6.38 1.18
Br 0.09 7.26 2.86
H 2.63 7.27 1.20
H 2.50 5.74 2.06
H 0.15 5.42 1.15
H 0.25 7.03 0.40
Br -3.04 2.23 -2.94
C -3.35 4.09 -2.53
C -2.43 4.46 -1.38
Br -2.68 6.36 -0.98
H -4.39 4.24 -2.26
H -3.16 4.72 -3.40
H -1.39 4.38 -1.68
H -2.65 3.93 -0.47
Br 1.19 0.86 8.17
C 0.17 0.50 6.56
C 0.99 -0.25 5.53
Br 2.49 0.82 4.89
H -0.22 1.44 6.18
H -0.68 -0.10 6.88
H 0.42 -0.51 4.64
H 1.43 -1.12 6.00
*
```

Here are the Mulliken charges for atoms 1 to 2, given in e: -0.663, 1.155



(6)
The molecule C3H6FN, computed with the ωB97M-V functional and the def2-TZVPD basis.

Calculated values
energy relative to the best compared isomer or geometry (same formula, charge and spin) = 28.8 kcal/mol
gap between HOMO and LUMO = 10.6 eV
lowest unoccupied orbital energy = 1.088 eV
electronic energy = -272.44518 a.u.

The geometry in ORCA input format:
```
! wB97M-V def2-TZVPD RIJCOSX def2/J DEFGRID3
* xyz 0 1
H -2.90 1.05 0.57
N -1.95 0.99 0.83
C -1.18 0.69 -0.08
C 0.61 0.23 0.33
C 1.08 -1.04 -0.32
F 1.32 1.38 -0.21
H -1.42 0.52 -1.20
H 0.78 0.24 1.45
H 0.21 -1.40 -0.90
H 2.02 -0.92 -0.96
H 1.43 -1.73 0.49
*
```

Here are the Mulliken charges for atoms 1 to 2, given in e: 0.266, -0.508



| no. | strongest force on any atom (eV/Å) |
| --- | --- |
| 1 | 4.53 |
| 2 | 7.06 |
| 3 | 2.87 |
| 4 | 4.47 |
| 5 | 1.41 |
| 6 | 4.96 |